1.
Formula: C3H10N3OP
Source: the Open Molecules 2025 dataset
Level of theory: the ωB97M-V functional and the def2-TZVPD basis

Last column: natural (NBO) charge in e.
Atoms and positions in Å:
P  -0.375  -0.584  -0.504  2.30
O  -1.141  -1.439  -1.388  -1.08
N  -1.091  0.095  0.882  -0.96
N  0.322  0.665  -1.363  -0.98
N  1.071  -1.212  0.298  -0.93
C  -0.334  1.133  -2.577  -0.43
C  1.209  -0.605  1.599  -0.25
C  -0.241  0.033  2.049  -0.23
H  0.807  -2.201  0.322  0.38
H  2.136  0.058  1.494  0.20
H  -1.109  0.278  -3.032  0.24
H  -0.604  -0.593  2.864  0.19
H  0.609  1.408  -0.793  0.38
H  -1.941  -0.284  0.999  0.39
H  -0.944  2.071  -2.364  0.18
H  0.421  1.465  -3.328  0.20
H  1.359  -1.308  2.452  0.20
H  -0.156  1.020  2.391  0.19

energy relative to the best compared isomer or geometry (same formula, charge and spin)	11.2	kJ/mol
SMILES	CNP1(=O)NCCN1
orbital gap	9.973	eV
HOMO	-9.152	eV



2.
Formula: C5H5NO5
Source: the Open Molecules 2025 dataset
Level of theory: the ωB97M-V functional and the def2-TZVPD basis

Last column: natural (NBO) charge in e.
Atoms and positions in Å:
O  2.828  1.300  0.052  -0.53
O  0.789  -2.530  1.401  -0.62
O  1.764  0.317  -1.619  -0.50
O  -1.791  2.243  1.407  -0.43
O  -0.802  -0.942  1.059  -0.49
N  1.945  0.325  -0.386  0.38
C  -1.414  0.068  0.379  -0.03
C  1.438  -0.496  0.476  -0.09
C  -1.570  1.228  0.879  0.66
C  0.527  -1.321  0.894  0.59
C  -1.593  0.092  -1.160  -0.64
H  3.026  1.959  -0.674  0.50
H  -2.361  -0.730  -1.497  0.23
H  0.001  -2.757  1.854  0.49
H  -0.665  0.282  -1.637  0.25
H  -2.122  0.963  -1.429  0.23

energy relative to the best compared isomer or geometry (same formula, charge and spin)	727.6	kJ/mol
SMILES	CC(=C=O)OC(O)=C=[N+]([O-])O
orbital gap	9.591	eV
HOMO	-9.188	eV



3.
Formula: C11H20Br2F9N3NbO2S
Source: the Open Molecules 2025 dataset
Level of theory: the ωB97M-V functional and the def2-TZVPD basis

Last column: natural (NBO) charge in e.
Atoms and positions in Å:
Nb  -0.713  -1.504  -2.402  1.83
Br  -4.436  0.257  3.409  -0.01
Br  -1.213  1.872  4.148  0.02
S  4.757  -1.067  0.747  2.32
F  4.131  -0.233  -2.285  -0.33
F  5.217  1.390  -0.039  -0.32
F  3.266  1.205  0.906  -0.28
F  3.501  1.830  -1.824  -0.35
F  3.602  -1.002  1.926  -0.46
F  3.728  -1.970  -0.111  -0.44
F  5.943  -1.179  -0.338  -0.44
F  5.721  -0.229  1.790  -0.46
F  5.313  -2.437  1.423  -0.44
O  -2.670  -0.526  -5.278  -0.54
O  -0.578  1.368  0.588  -0.65
N  -2.579  1.313  -0.584  -0.52
N  0.108  -3.349  -1.694  -1.15
N  -1.555  0.267  -3.299  -0.83
C  4.119  0.549  0.069  0.46
C  -3.497  1.400  0.574  -0.43
C  -2.049  -0.124  -4.387  0.83
C  3.440  0.502  -1.349  0.64
C  -1.353  0.674  -0.058  0.73
C  -2.514  1.081  5.361  -0.46
C  -3.114  -0.169  4.773  -0.45
C  -2.151  2.648  -1.053  -0.42
C  1.417  -0.704  -2.530  -0.93
C  1.881  0.168  -1.313  -0.46
C  -1.048  -0.818  -0.247  -1.02
H  1.492  -0.065  -3.457  0.23
H  -0.514  -2.138  -4.104  -0.33
H  -3.659  -0.728  5.534  0.22
H  -4.562  1.597  0.274  0.19
H  1.710  -0.308  -0.314  0.22
H  -1.147  2.591  -1.551  0.22
H  -0.227  -1.154  0.442  0.25
H  -2.341  -2.344  -2.357  -0.35
H  -3.505  0.366  1.048  0.21
H  -3.252  1.848  5.580  0.23
H  -2.378  -0.821  4.308  0.24
H  2.107  -1.573  -2.699  0.22
H  0.842  -3.658  -2.340  0.37
H  1.323  1.135  -1.313  0.25
H  -0.631  -4.053  -1.642  0.37
H  -1.955  0.849  6.268  0.22
H  -3.132  2.165  1.320  0.18
H  -1.969  -1.371  0.116  0.26
H  -2.840  3.074  -1.835  0.19
H  -2.037  3.376  -0.203  0.18

total charge	-1
orbital gap	7.116	eV
HOMO	-5.137	eV



4.
Formula: C26H62N2O18PS6
Source: the Open Molecules 2025 dataset
Level of theory: the ωB97M-V functional and the def2-TZVPD basis

Last column: Löwdin charge in e.
Atoms and positions in Å:
S  1.376  2.934  -1.657  0.58
S  -2.746  -5.813  2.887  0.58
S  5.568  7.612  -5.343  0.58
S  -3.214  2.545  -3.352  0.58
S  5.748  -0.500  0.531  0.95
S  -8.528  -5.868  0.495  0.56
P  -1.430  0.437  2.734  0.44
O  2.604  2.717  -2.656  -0.26
O  -3.954  3.360  -4.273  -0.29
O  -3.061  -5.851  4.280  -0.27
O  -2.246  -7.264  2.432  -0.27
O  -10.077  -5.753  0.842  -0.26
O  -0.699  -0.963  3.477  -0.34
O  -4.243  1.831  -2.368  -0.25
O  6.917  7.435  -6.171  -0.26
O  6.921  -2.440  2.136  0.05
O  -7.948  -4.565  0.521  -0.27
O  -2.287  1.567  -3.838  -0.28
O  4.522  8.005  -6.231  -0.27
O  0.406  3.777  -2.296  -0.30
O  -7.963  -6.943  1.251  -0.28
O  -1.850  -4.836  2.360  -0.26
O  1.889  3.250  -0.362  -0.27
O  -1.246  -0.283  1.149  -0.40
O  5.411  6.485  -4.476  -0.28
N  8.083  -0.644  1.736  0.05
N  8.816  -1.482  2.576  0.06
C  -5.337  1.102  -2.941  -0.26
C  -2.421  3.555  -2.159  -0.12
C  -4.243  -5.794  1.961  -0.12
C  6.987  -1.258  1.523  -0.72
C  6.072  9.008  -4.398  -0.12
C  6.338  6.170  -8.192  -0.07
C  -10.447  -5.652  2.232  -0.25
C  -8.715  -6.376  -1.181  -0.12
C  0.179  1.440  2.629  -0.31
C  3.231  3.884  -3.217  -0.25
C  8.130  -2.496  2.781  -0.20
C  -0.667  -8.013  4.149  -0.08
C  0.798  1.274  -1.652  -0.10
C  -0.877  -7.605  2.703  -0.26
C  -1.130  -2.066  2.714  -0.32
C  -1.015  -1.680  1.198  -0.26
C  0.816  1.773  3.982  -0.28
C  4.385  0.412  3.472  -0.22
C  4.185  4.545  -2.242  -0.07
C  7.108  6.198  -6.886  -0.25
C  3.346  1.465  3.894  -0.23
C  5.632  1.091  2.871  -0.27
C  5.638  1.144  1.348  -0.44
C  -4.912  -0.270  -3.430  -0.08
C  -10.251  -4.250  2.773  -0.07
C  2.006  0.860  4.322  -0.22
H  2.474  4.587  -3.568  0.11
H  -1.764  -2.267  0.656  0.09
H  0.344  -8.399  4.289  0.08
H  -4.246  -0.192  -4.289  0.07
H  2.035  0.760  5.411  0.10
H  3.916  -0.303  2.797  0.10
H  6.614  5.289  -8.772  0.08
H  -2.010  2.918  -1.381  0.08
H  -0.642  -8.441  2.045  0.12
H  3.646  4.985  -1.402  0.07
H  -1.385  -8.780  4.440  0.08
H  8.347  -3.351  3.389  0.13
H  -1.629  4.093  -2.660  0.05
H  -1.742  1.064  4.015  -0.03
H  -5.786  -0.853  -3.726  0.07
H  6.543  0.664  3.284  0.09
H  -4.375  -0.805  -2.647  0.09
H  8.176  6.132  -7.084  0.12
H  4.698  -0.113  4.379  0.11
H  -9.194  -3.990  2.824  0.07
H  6.350  9.810  -5.078  0.07
H  6.547  7.064  -8.780  0.08
H  -4.761  -4.866  2.195  0.08
H  -0.393  -2.845  2.905  0.09
H  -2.159  -2.354  2.910  0.07
H  6.910  8.722  -3.768  0.08
H  0.480  1.004  -2.657  0.07
H  -3.150  4.249  -1.748  0.08
H  4.745  5.334  -2.740  0.04
H  5.615  2.132  3.209  0.11
H  -9.214  -7.341  -1.201  0.07
H  0.090  1.757  4.795  0.07
H  -10.669  -4.172  3.777  0.08
H  1.206  2.796  3.919  0.09
H  6.843  5.352  -6.250  0.11
H  1.882  -0.129  3.880  0.10
H  -2.215  1.470  2.056  -0.04
H  -6.074  0.997  -2.146  0.12
H  3.228  2.138  3.037  0.11
H  3.780  3.538  -4.091  0.12
H  -0.045  1.202  -0.962  0.07
H  -9.293  -5.625  -1.712  0.07
H  -5.801  1.683  -3.740  0.11
H  -10.736  -3.518  2.127  0.08
H  6.551  1.656  1.049  0.07
H  -0.004  -1.782  0.783  0.10
H  -9.895  -6.386  2.821  0.11
H  0.917  0.958  1.976  0.07
H  5.225  9.310  -3.787  0.08
H  -2.721  -0.268  2.847  -0.01
H  -7.718  -6.456  -1.609  0.08
H  5.263  6.139  -8.015  0.07
H  1.610  0.636  -1.314  0.08
H  4.779  1.688  0.963  0.08
H  3.792  2.049  4.704  0.11
H  -0.804  -7.166  4.820  0.07
H  -4.850  -6.647  2.253  0.07
H  4.884  3.815  -1.832  0.08
H  -0.221  -6.778  2.425  0.12
H  -11.500  -5.925  2.280  0.12
H  -0.098  2.385  2.158  0.06
H  -4.000  -5.832  0.903  0.08

total charge	-1
orbital gap	5.270	eV
HOMO	-3.612	eV



5.
Formula: C9H13N
Source: the Open Molecules 2025 dataset
Level of theory: the ωB97M-V functional and the def2-TZVPD basis

Last column: natural (NBO) charge in e.
Atoms and positions in Å:
N  1.488  -0.693  0.520  -0.45
C  1.472  -2.944  1.324  -0.67
C  0.158  1.741  -0.565  0.01
C  0.658  0.491  0.137  0.10
C  0.826  -1.713  0.906  0.34
C  0.335  1.970  -2.019  -0.64
C  -0.656  0.521  -0.071  -0.04
C  -0.767  -1.719  0.977  -0.48
C  0.020  2.934  0.365  -0.61
C  -1.564  -0.662  0.125  -0.42
H  0.989  3.200  0.580  0.21
H  -2.453  -0.443  0.585  0.21
H  -1.260  -2.678  0.827  0.22
H  0.342  0.978  -2.582  0.22
H  1.848  -3.359  0.379  0.25
H  -0.393  3.763  -0.213  0.20
H  0.628  -3.546  1.847  0.22
H  -1.937  -1.129  -0.796  0.21
H  -0.598  2.689  1.284  0.22
H  -1.009  -1.337  1.958  0.22
H  2.270  -2.746  2.035  0.24
H  -0.524  2.477  -2.583  0.22
H  1.253  2.587  -2.178  0.22

energy relative to the best compared isomer or geometry (same formula, charge and spin)	269.4	kJ/mol
SMILES	CC1=NC2=C(CC1)C2(C)C
orbital gap	9.098	eV
HOMO	-8.199	eV



6.
Formula: C7H14N
Source: the Open Molecules 2025 dataset
Level of theory: the ωB97M-V functional and the def2-TZVPD basis

Last column: natural (NBO) charge in e.
Atoms and positions in Å:
N  1.111  2.037  2.614  -0.67
C  0.394  0.471  0.181  -0.27
C  1.814  0.576  0.716  -0.46
C  -2.790  -1.823  -2.865  -0.66
C  0.058  -0.519  -0.651  -0.12
C  -1.234  -0.700  -1.285  -0.27
C  1.910  0.817  2.224  -0.22
C  -1.455  -1.616  -2.230  -0.08
H  -3.001  -2.882  -2.947  0.23
H  0.902  2.086  3.611  0.45
H  2.209  -0.432  0.579  0.25
H  0.860  -1.134  -1.067  0.20
H  1.554  2.912  2.328  0.44
H  1.525  -0.031  2.776  0.23
H  0.219  2.008  2.113  0.44
H  2.948  1.013  2.484  0.24
H  -2.929  -1.298  -3.811  0.24
H  -3.572  -1.354  -2.257  0.22
H  -0.406  0.954  0.749  0.16
H  -0.635  -2.287  -2.457  0.20
H  -2.024  -0.003  -1.007  0.20
H  2.543  1.206  0.200  0.23

total charge	+1
energy relative to the best compared isomer or geometry (same formula, charge and spin)	70.9	kJ/mol
SMILES	C/C=C/C=C/CC[NH3+]
orbital gap	8.098	eV
HOMO	-11.686	eV